(1)
Here is a molecular structure, C39H103Cl2NNiO21 in a non-equilibrium geometry from the OMol25 dataset. Energies are from ωB97M-V/def2-TZVPD.

Calculated values
- Kohn-Sham gap (alpha / beta): 0.3074 / 0.2991 Ha
- <S²>: 2.003
- Multiplicity: 3
- Total charge: 0
- DFT total energy: -152674.37461 eV

Last column: Löwdin spin population.
Atoms and positions in Å:
Ni 11.2161 12.6989 15.0323  1.794
Cl 11.6563 16.1389 15.2777  0.004
O 11.7490 14.6785 14.8850  0.019
O 11.3701 16.1637 16.6798  -0.001
O 12.9279 16.6818 14.9919  0.005
O 10.6692 16.8347 14.5163  0.002
Cl 10.7493 9.4112 15.4634  0.003
O 10.9205 10.6905 14.6994  0.028
O 11.6071 8.3861 14.9794  0.006
O 10.9844 9.6915 16.8375  -0.001
O 9.4793 8.8540 15.3180  0.003
C 12.8385 16.1020 20.0419  0.000
O 11.7228 15.6358 20.8368  0.000
H 13.5498 16.6948 20.6221  0.000
H 13.2669 15.1933 19.6273  0.000
H 12.5260 16.7482 19.1913  0.000
H 11.3375 16.4093 21.2894  0.000
C 9.6408 13.2686 20.2729  0.000
O 10.1202 14.0290 19.1237  0.000
H 8.5804 13.5010 20.4440  0.000
H 9.7032 12.2043 19.9882  0.000
H 10.3601 13.4031 21.0824  0.000
H 10.5459 14.7823 19.5883  0.000
C 13.7673 13.1308 13.4982  0.001
O 12.5419 12.3147 13.4989  0.033
H 13.4217 14.1424 13.4686  0.000
H 14.3023 12.9297 14.4259  0.000
H 14.3905 12.9026 12.6481  0.001
H 12.7914 11.4124 13.3500  0.001
C 11.9668 20.0665 13.0690  0.000
C 10.8762 20.8945 12.4206  0.000
C 9.5208 20.1975 12.6521  0.000
C 8.9445 20.4549 14.0719  0.000
C 8.9099 21.9227 14.2677  0.000
C 10.2745 22.6614 14.1653  0.000
N 10.8198 22.2980 12.8352  0.000
O 12.0650 22.9284 12.6620  0.000
C 9.9621 24.1641 14.1052  0.000
C 11.1232 22.3148 15.3565  0.000
C 11.2193 20.9054 10.9358  0.000
H 12.1982 19.2248 12.3894  0.000
H 11.7515 19.7688 14.0864  0.000
H 12.9704 20.4998 13.0748  0.000
H 8.8730 20.6902 11.9401  0.000
H 9.6422 19.1297 12.4368  0.000
H 9.5147 19.9195 14.8258  0.000
H 7.9205 20.0659 14.1757  0.000
H 8.5363 22.1211 15.2700  0.000
H 8.2119 22.3180 13.5310  0.000
H 9.4206 24.5319 14.9794  0.000
H 10.8862 24.7453 14.0048  0.000
H 9.2868 24.3346 13.2712  0.000
H 10.6647 22.7395 16.2422  0.000
H 11.3186 21.2515 15.4819  0.000
H 12.0914 22.8139 15.2999  0.000
H 11.2650 19.8813 10.5646  0.000
H 12.2025 21.3279 10.7887  0.000
H 10.4685 21.4671 10.3911  0.000
H 12.7391 22.5892 13.3285  0.000
C 12.9090 11.9911 18.8382  0.001
C 13.0472 12.8180 17.5443  0.001
C 14.4340 13.4411 17.3805  0.000
O 12.6910 12.0139 16.3868  0.035
H 12.8581 12.6180 19.7497  0.000
H 13.8516 11.4119 18.9573  0.000
H 12.0457 11.3284 18.8374  0.000
H 12.2843 13.6021 17.5238  0.000
H 15.2195 12.6739 17.2753  0.000
H 14.7135 13.9467 18.3127  0.000
H 14.4093 14.1492 16.5443  0.000
H 12.2651 11.1827 16.6958  0.000
C 17.4219 14.7700 15.9824  0.000
C 18.6861 15.3538 15.4178  0.000
C 18.4146 16.6244 14.6542  0.000
O 19.4827 15.6766 16.5310  0.000
H 17.6258 13.8238 16.5064  0.000
H 16.6449 14.7036 15.2199  0.000
H 17.0240 15.4770 16.7384  0.000
H 19.2044 14.6779 14.7201  0.000
H 17.9353 17.3069 15.3476  0.000
H 17.8373 16.4591 13.7349  0.000
H 19.3136 17.1205 14.3060  0.000
H 20.4100 15.8212 16.3318  0.000
C 14.6597 18.1835 17.7065  0.000
C 13.6562 19.2445 17.3844  0.000
C 13.9550 20.6198 17.9752  0.000
O 13.4947 19.4478 15.9573  0.000
H 14.5401 17.3138 17.0338  0.000
H 14.5310 17.9441 18.7541  0.000
H 15.7089 18.4514 17.5945  0.000
H 12.6852 18.8997 17.7523  0.000
H 14.7884 21.1736 17.5262  0.000
H 14.1194 20.4984 19.0445  0.000
H 13.0188 21.1830 17.8634  0.000
H 13.2613 18.5793 15.5998  0.000
C 7.8240 11.7089 17.1658  0.001
C 8.3284 12.7858 16.2680  0.003
C 7.6927 14.1105 16.4839  0.001
O 9.7400 12.9538 16.3952  0.025
H 6.8525 11.3361 16.8490  0.000
H 7.6564 12.0362 18.2056  0.000
H 8.5734 10.9154 17.1482  0.000
H 8.0095 12.3896 15.2993  0.000
H 6.6136 14.0516 16.4389  0.000
H 8.0184 14.8049 15.7042  0.000
H 8.0487 14.4582 17.4521  0.000
H 9.8711 13.3962 17.2510  0.001
C 10.3654 12.8697 11.0249  0.001
C 9.9882 13.6405 12.3159  0.001
C 8.7688 14.4984 12.2320  0.001
O 9.8391 12.7673 13.4515  0.030
H 10.3665 13.6022 10.2190  0.000
H 9.6009 12.1251 10.7583  0.000
H 11.3454 12.4040 11.1048  0.000
H 10.8569 14.2764 12.4857  0.000
H 8.7749 15.1847 11.3779  0.000
H 8.7122 14.9778 13.2027  0.000
H 7.8628 13.8838 12.0793  0.000
H 9.5911 11.9251 13.0421  0.001
C 11.7145 16.3270 10.5043  0.000
C 12.7413 16.9760 9.5878  0.000
C 14.0394 17.2559 10.2213  0.000
O 12.8713 16.1435 8.4175  0.000
H 10.8260 16.0507 9.9197  0.000
H 11.3534 17.1249 11.1460  0.000
H 12.0821 15.4234 11.0288  0.000
H 12.2953 17.9254 9.2640  0.000
H 13.8799 17.9982 11.0099  0.000
H 14.7893 17.6528 9.5339  0.000
H 14.5196 16.3791 10.6608  0.000
H 13.4313 16.5007 7.7293  0.000
C 9.1996 19.8739 21.8709  0.000
C 10.6802 19.4282 21.8469  0.000
C 11.2695 19.3258 23.2210  0.000
O 10.7661 18.1480 21.2011  0.000
H 8.7525 19.9101 20.8582  0.000
H 9.1090 20.8147 22.4151  0.000
H 8.6487 19.0715 22.3544  0.000
H 11.2111 20.0654 21.1448  0.000
H 12.2481 18.8572 23.1813  0.000
H 10.6405 18.7514 23.8807  0.000
H 11.3516 20.3211 23.6675  0.000
H 10.2178 18.2057 20.3946  0.000
C 16.6534 21.4951 14.9323  0.000
C 15.5175 22.4729 14.7336  0.000
C 15.7418 23.5055 13.6223  0.000
O 14.2896 21.8203 14.3591  0.000
H 17.5984 22.0172 14.8423  0.000
H 16.6377 20.7755 14.1153  0.000
H 16.5724 20.9783 15.8881  0.000
H 15.2961 22.9591 15.6943  0.000
H 16.5191 24.2369 13.8731  0.000
H 14.7872 24.0558 13.4989  0.000
H 16.0694 23.0149 12.6934  0.000
H 14.2129 20.9791 14.8716  0.000
C 9.6872 19.7048 17.6982  0.000
C 8.6470 18.6568 18.0619  0.000
C 7.7595 18.1459 16.9100  0.000
O 9.2920 17.5659 18.6515  0.000
H 9.3199 20.4658 17.0155  0.000
H 10.4994 19.2249 17.1624  0.000
H 10.0532 20.1826 18.6173  0.000
H 8.0665 19.0933 18.8740  0.000
H 7.1962 17.2829 17.2785  0.000
H 8.3831 17.9309 16.0452  0.000
H 7.0903 18.9344 16.5701  0.000
H 9.7899 17.0438 18.0109  0.000

***

(2)
Here is 11 unconnected molecules or ions with the total composition C39H103N5O15 in a non-equilibrium geometry from the OMol25 dataset. Energies are from ωB97M-V/def2-TZVPD.

Calculated values
- ΔE to the lowest compared entry with this formula, charge and spin: 489.3 kJ/mol
- SMILES: CC1(C)CCCC(C)(C)N1O.COCCNCCOC.COCCNCCOC.COCCNCCOC.COCCNCCOC.CO.CO.CO.CO.CO.CO
- Kohn-Sham gap: 0.2950 Ha
- Total charge: 0
- DFT total energy: -80261.85601 eV

Last column: Mulliken charge in e.
Atoms and positions in Å:
C 6.0138 3.6909 0.5552  -1.720
C 7.0108 2.5684 0.4407  1.649
C 6.4094 1.5154 -0.4723  -1.904
C 8.3101 3.1204 -0.2850  -1.373
C 9.3235 3.9113 0.5567  -0.613
C 9.6850 2.9318 1.6828  -1.306
C 8.4472 2.6061 2.6010  1.517
C 8.9741 1.5600 3.5242  -1.995
C 8.0229 3.8760 3.4137  -1.628
N 7.4046 2.0211 1.8099  0.201
O 6.4013 1.3257 2.5573  -0.408
H 5.1308 3.3690 1.1073  0.398
H 6.4282 4.5970 0.9972  0.325
H 5.5464 4.1043 -0.3385  0.446
H 7.1183 0.6900 -0.5371  0.476
H 5.4384 1.2452 -0.0574  0.359
H 6.2977 1.8462 -1.5049  0.359
H 8.6934 2.2954 -0.8854  0.438
H 7.8894 3.7585 -1.0622  0.461
H 10.1482 4.2169 -0.0872  0.382
H 8.7346 4.7550 0.9168  0.264
H 10.3915 3.5104 2.2779  0.515
H 10.2342 2.0587 1.3304  0.442
H 8.2293 1.3435 4.2900  0.397
H 9.8898 1.9439 3.9738  0.421
H 9.2677 0.5833 3.1396  0.410
H 8.9035 4.1707 3.9844  0.451
H 7.3107 3.6472 4.2065  0.404
H 7.8236 4.8059 2.8811  0.304
H 5.7794 1.9948 2.8525  0.327
C -8.9603 -3.3059 -1.8382  -0.731
O -8.5334 -2.6658 -0.6491  -0.254
C -9.5850 -2.5036 0.3999  -0.729
C -8.9335 -1.7804 1.6499  -0.668
N -8.3096 -2.8508 2.4133  -0.339
C -7.7428 -2.3200 3.6996  -0.629
C -7.0335 -3.5878 4.3374  -0.652
O -5.7285 -3.8130 3.7712  -0.250
C -5.0796 -4.9657 4.1663  -0.773
H -9.0303 -4.3508 -1.5359  0.292
H -8.3240 -3.1768 -2.7137  0.213
H -9.9460 -2.9299 -2.1123  0.303
H -9.8428 -3.5283 0.6678  0.356
H -10.3868 -1.9203 -0.0528  0.452
H -9.6860 -1.2584 2.2411  0.475
H -8.2758 -1.0187 1.2312  0.327
H -7.5236 -3.1044 1.8319  0.216
H -8.4734 -1.8989 4.3903  0.425
H -7.0312 -1.5336 3.4482  0.350
H -7.7032 -4.4457 4.2771  0.344
H -6.9572 -3.3491 5.3982  0.415
H -4.1004 -4.9768 3.6875  0.241
H -5.5432 -5.8871 3.8140  0.306
H -4.8946 -4.9390 5.2401  0.309
C -3.5042 -3.1982 -1.3035  -0.473
O -2.7644 -3.7086 -2.4300  -0.371
C -3.1169 -3.1078 -3.6958  -0.596
C -2.9208 -1.5640 -3.6353  -0.588
N -1.5413 -1.2413 -3.3012  -0.334
C -1.2290 0.1841 -3.4019  -0.817
C -1.8720 0.9417 -2.2614  -0.447
O -1.5318 0.4407 -0.9751  -0.352
C -2.2879 0.9584 0.1036  -0.721
H -4.5072 -3.6115 -1.4095  0.294
H -3.3996 -2.1152 -1.2383  0.150
H -3.0136 -3.7230 -0.4837  0.190
H -4.1704 -3.3475 -3.8400  0.335
H -2.5101 -3.5174 -4.5034  0.316
H -3.7105 -1.0224 -3.1147  0.330
H -3.1668 -1.3064 -4.6655  0.418
H -1.4370 -1.3596 -2.3036  0.282
H -1.5019 0.5929 -4.3749  0.421
H -0.1500 0.2448 -3.2603  0.339
H -2.9591 0.8841 -2.3159  0.312
H -1.5766 1.9853 -2.3692  0.482
H -2.2766 2.0417 -0.0163  0.298
H -1.7743 0.7323 1.0381  0.253
H -3.2846 0.5211 0.1632  0.281
C 2.8933 -3.9889 2.7865  -0.770
O 4.0569 -4.6303 3.2841  -0.252
C 4.0520 -4.4904 4.7103  -0.517
C 5.4231 -4.9490 5.2150  -0.777
N 5.8372 -6.2593 4.6732  -0.241
C 7.3175 -6.5193 4.7179  -0.789
C 7.7219 -7.6138 3.6868  -0.482
O 7.1447 -7.3567 2.4009  -0.304
C 7.3631 -8.4447 1.4869  -0.758
H 1.9377 -4.5031 2.8890  0.298
H 2.9787 -3.8350 1.7108  0.254
H 2.7363 -3.0166 3.2537  0.301
H 3.2605 -5.0697 5.1856  0.313
H 3.9513 -3.4425 4.9930  0.390
H 5.3617 -4.8939 6.3018  0.337
H 6.1823 -4.2202 4.9314  0.412
H 5.4503 -6.8428 5.4011  0.229
H 7.7370 -6.5080 5.7239  0.448
H 7.7727 -5.6250 4.2923  0.344
H 7.3032 -8.5283 4.1069  0.352
H 8.8069 -7.7027 3.6330  0.361
H 6.4142 -8.5988 0.9730  0.249
H 7.6824 -9.3897 1.9264  0.335
H 8.0962 -8.2885 0.6956  0.270
C 0.8360 4.5465 -7.0627  -0.725
O -0.5415 4.8986 -6.9456  -0.287
C -0.7812 6.0353 -6.0936  -0.589
C -2.1291 6.5869 -6.3793  -0.771
N -3.0695 5.8436 -5.5912  -0.250
C -4.4257 6.3373 -5.8400  -0.721
C -5.5097 5.4234 -5.2845  -0.552
O -5.4311 4.2025 -5.9100  -0.297
C -6.2637 3.2055 -5.3340  -0.800
H 1.3916 5.4384 -7.3524  0.301
H 1.0080 3.7240 -7.7570  0.236
H 1.1984 4.3515 -6.0534  0.312
H -0.0706 6.7828 -6.4464  0.413
H -0.6759 5.9626 -5.0111  0.314
H -2.2814 6.4869 -7.4539  0.360
H -2.0919 7.6548 -6.1643  0.487
H -3.0771 4.9455 -6.0533  0.227
H -4.6205 6.4044 -6.9103  0.336
H -4.5733 7.3081 -5.3666  0.373
H -6.4974 5.8563 -5.4431  0.391
H -5.4760 5.3100 -4.2009  0.356
H -7.2984 3.2852 -5.6673  0.275
H -6.2019 3.1135 -4.2496  0.348
H -5.7131 2.2950 -5.5705  0.268
C -0.9509 -9.5830 -3.2775  -0.513
O -0.4392 -10.1891 -4.4734  -0.502
H -0.9923 -10.3484 -2.5026  0.242
H -0.4151 -8.7191 -2.8841  0.243
H -2.0018 -9.3136 -3.3834  0.241
H -0.9950 -10.9171 -4.7611  0.290
C -6.7074 5.2913 3.0229  -0.454
O -6.8539 5.6214 1.6673  -0.481
H -6.6497 6.1286 3.7184  0.215
H -7.5839 4.6601 3.1693  0.183
H -5.7845 4.7132 2.9774  0.234
H -6.0430 6.0898 1.4564  0.301
C -2.0089 0.1254 7.4806  -0.493
O -1.8430 1.4834 7.1716  -0.486
H -1.1714 -0.4509 7.8736  0.231
H -2.8097 0.0527 8.2165  0.225
H -2.3174 -0.3448 6.5468  0.216
H -2.7068 1.8842 7.2933  0.308
C 1.1908 -2.9349 -8.6045  -0.451
O 1.6285 -3.5638 -7.4091  -0.483
H 0.1323 -3.0802 -8.8202  0.232
H 1.2597 -1.8574 -8.4546  0.222
H 1.8698 -3.3216 -9.3644  0.196
H 0.9721 -3.3437 -6.7440  0.284
C 1.9855 5.1530 5.1048  -0.510
O 2.0947 3.7255 5.0212  -0.489
H 2.8846 5.6667 4.7648  0.220
H 1.1920 5.5824 4.4931  0.244
H 1.6982 5.4139 6.1234  0.245
H 1.3273 3.3435 5.4534  0.289
C -1.8626 7.9807 -0.3799  -0.510
O -3.1479 7.6842 -0.9602  -0.478
H -1.2112 8.3482 -1.1729  0.233
H -2.0386 8.6835 0.4345  0.222
H -1.3309 7.1686 0.1160  0.246
H -2.9827 7.2296 -1.7895  0.284